Formula: C20H23BaCl3N4O6
Source: the Open Molecules 2025 dataset
Level of theory: the ωB97M-V functional and the def2-TZVPD basis

E_HOMO in eV: -7.411
Energy in eV: -77619.020
E_LUMO in eV: 0.0

Each line ends with the Löwdin charge.
Atoms and positions in Å:
Ba: 0.1548 0.1776 0.7934  2.1717
C: 3.8828 -1.0219 -2.9137  -0.0186
N: 2.4737 -1.3228 -3.1038  -0.1384
C: 2.0749 -1.8552 -4.3966  -0.0363
C: 1.6124 -1.1619 -2.0802  -0.4152
O: 1.9606 -0.7537 -0.9814  -0.0818
C: 0.1246 -1.5167 -2.3596  -0.0956
O: -0.7064 -1.3771 -1.2195  -0.2572
C: -1.2702 -2.5272 -0.5744  -0.0943
C: -0.6388 -2.8898 0.8106  -0.4366
O: 0.3359 -2.2749 1.2600  -0.1806
N: -1.1914 -3.9091 1.4760  -0.1268
C: -2.3353 -4.6428 0.9400  -0.0265
C: -0.6636 -4.3184 2.7693  -0.0128
H: 4.2192 -0.3454 -3.7003  0.0950
H: 4.4816 -1.9343 -2.9612  0.0968
H: 4.0256 -0.5509 -1.9482  0.0882
H: 2.7075 -1.4125 -5.1648  0.0941
H: 1.0504 -1.5842 -4.6361  0.0831
H: 2.1835 -2.9416 -4.4482  0.0989
H: 0.0490 -2.5286 -2.7669  0.1308
H: -0.2457 -0.8231 -3.1166  0.1416
H: -1.1825 -3.3915 -1.2392  0.1334
H: -2.3238 -2.3038 -0.4104  0.0972
H: -3.1488 -3.9681 0.6738  0.0765
H: -2.7082 -5.3014 1.7208  0.0932
H: -2.0640 -5.2617 0.0830  0.0958
H: 0.1000 -3.6177 3.0840  0.0871
H: -0.2353 -5.3201 2.7052  0.0975
H: -1.4748 -4.3275 3.4975  0.0980
Cl: -6.4136 1.8340 4.9011  0.6309
C: -5.1327 1.2203 3.8769  -0.6758
C: -3.8205 1.6026 4.1120  -0.1405
C: -2.8339 1.1084 3.2875  -0.5387
Cl: -1.1609 1.5994 3.6015  0.6664
C: -3.0723 0.2365 2.2012  -0.5094
O: -2.1067 -0.1759 1.4424  -0.4413
C: -4.4168 -0.1180 2.0386  -0.5538
Cl: -4.8558 -1.2403 0.7464  0.6602
C: -5.4385 0.3563 2.8446  -0.1485
H: -3.5728 2.2735 4.9220  0.1047
H: -6.4580 0.0488 2.6606  0.1015
O: 0.4709 2.6959 -2.0458  -0.1134
N: 0.5143 2.1864 -0.9248  -0.2282
N: 1.3217 2.7620 -0.0329  -0.2383
O: 1.4748 2.1905 1.2284  -0.4710
C: 2.1554 3.8895 -0.3415  -0.1946
C: 1.6427 5.0139 -0.9711  -0.0176
C: 2.4911 6.0866 -1.2003  -0.0805
C: 3.8231 6.0303 -0.8084  -0.0978
C: 4.3143 4.8995 -0.1720  -0.0826
C: 3.4750 3.8189 0.0697  -0.0133
H: 0.6093 5.0410 -1.2792  0.1113
H: 2.1039 6.9715 -1.6893  0.1017
H: 4.4738 6.8755 -0.9950  0.0983
H: 5.3497 4.8633 0.1430  0.1000
H: 3.8148 2.9360 0.5919  0.1123